Arrangement i

The ion C6H11N2O2 with charge +1, computed with wB97M-V/def2-TZVPD.

Frontier orbital gap   8.6438 eV
Structure (SMILES)   C/C(O)=C/CC(O)=[N+]=CN
Highest occupied orbital energy   -12.5775 eV

```
! RIJCOSX wB97M-V def2-TZVPD def2/J DEFGRID3
* xyz 1 1
C -2.598 -0.834 -0.938
C -1.614 -0.415 0.085
O -1.148 -1.398 0.827
C -1.202 0.871 0.142
C -0.191 1.640 1.037
C 0.828 1.186 0.073
O 1.105 1.911 -1.050
N 1.516 0.125 0.338
C 2.602 -0.557 0.076
N 2.559 -1.867 0.126
H -3.059 -1.839 -0.642
H -2.110 -0.919 -1.829
H -3.446 -0.071 -1.061
H -0.279 -1.202 1.285
H -1.694 1.503 -0.500
H -0.214 2.661 1.133
H -0.168 1.158 2.033
H 0.436 2.704 -1.223
H 3.596 -0.005 -0.144
H 3.460 -2.367 0.042
H 1.620 -2.286 0.190
*
```

Calculated atomic charges, method Löwdin, unit e: 0.00, -0.39, 0.09, -0.05, -0.02, -0.38, 0.10, 0.14, -0.16, 0.17, 0.13, 0.06, 0.13, 0.13, 0.09, 0.10, 0.15, 0.21, 0.19, 0.15, 0.14

Arrangement ii

A structure of composition C6H11N2O2, computed with wB97M-V/def2-TZVPD.

Frontier orbital gap (alpha / beta)   7.0456 / 7.0543 eV
Highest occupied orbital energy (alpha / beta)   -11.6307 / -11.6366 eV

```
! RIJCOSX wB97M-V def2-TZVPD def2/J DEFGRID3
* xyz 1 1
C 0.534 -0.176 0.888
C 0.280 0.407 -0.944
C 1.653 0.430 1.677
C -1.175 -1.760 0.571
C -1.062 -1.612 -0.983
C 0.992 2.573 -0.486
N 0.032 -1.336 1.240
N -1.003 -0.197 -1.428
O 1.597 0.461 2.881
O 0.102 1.673 -1.078
H 2.406 0.752 0.934
H -1.974 -1.219 0.972
H -1.312 -2.761 0.752
H -0.157 -2.144 -1.208
H -1.997 -2.007 -1.556
H 1.979 2.204 -0.825
H 0.888 2.562 0.552
H 0.869 3.627 -0.902
H 0.279 -1.646 2.281
H -1.844 0.200 -0.937
H -1.084 -0.030 -2.401
*
```

Calculated atomic charges, method Löwdin, unit e: -0.02, -0.15, -0.23, -0.12, -0.09, -0.05, 0.04, 0.06, 0.10, -0.13, 0.13, 0.12, 0.11, 0.13, 0.18, 0.11, 0.07, 0.14, 0.24, 0.20, 0.17

The data favor arrangement i; the next most stable structure lies 87.1 kcal/mol above it.

Arrangement i

An isolated molecule of C2H8NO2P, computed with wB97M-V/def2-TZVPD.

Frontier orbital gap   9.8710 eV
Structure (SMILES)   CP(C)(=O)NO
Highest occupied orbital energy   -9.0904 eV

```
! RIJCOSX wB97M-V def2-TZVPD def2/J DEFGRID3
* xyz 0 1
C -1.140 -0.206 1.069
P 0.153 0.732 0.149
C 0.144 0.092 -1.530
O 0.078 2.125 0.362
N 1.974 -0.291 0.717
O 2.761 -0.530 -0.450
H -0.822 -1.233 1.002
H -1.386 -0.049 2.224
H -2.024 0.040 0.510
H -0.539 0.657 -2.274
H 1.074 0.102 -2.025
H -0.170 -0.928 -1.323
H 2.374 0.563 1.051
H 2.887 -1.440 -0.438
*
```

Calculated atomic charges, method Löwdin, unit e: -0.19, 0.63, -0.19, -0.33, -0.12, -0.16, 0.02, 0.11, 0.03, 0.10, 0.02, 0.04, 0.02, 0.04

Arrangement ii

A cluster of 2 separate species, C2H8NO2P in total, computed with wB97M-V/def2-TZVPD.

Frontier orbital gap   8.5981 eV
Highest occupied orbital energy   -8.6639 eV

```
! RIJCOSX wB97M-V def2-TZVPD def2/J DEFGRID3
* xyz 0 1
C 0.778 0.190 -1.919
C 0.496 -0.153 2.235
N -1.284 1.706 -0.826
O 0.226 -0.227 -0.679
O -0.318 0.567 1.758
P -1.231 0.332 -0.171
H -0.035 0.768 -2.307
H 0.964 -0.690 -2.427
H 1.661 0.742 -1.618
H 0.285 -0.450 3.315
H 1.494 -0.499 1.936
H -0.191 -2.321 0.889
H -1.992 2.289 -0.693
H -0.853 -2.253 0.507
*
```

Calculated atomic charges, method Löwdin, unit e: -0.13, -0.15, -0.22, -0.50, -0.16, 0.79, 0.04, 0.06, 0.09, 0.11, 0.10, 0.05, -0.09, 0.03

The data favor arrangement i; the next most stable structure lies 27.2 kcal/mol above it.

Arrangement i

A cluster of 2 separate species, C8H12N5 in total, computed with wB97M-V/def2-TZVPD.

Frontier orbital gap (alpha / beta)   7.7206 / 7.6277 eV
Highest occupied orbital energy (alpha / beta)   -11.9080 / -11.8788 eV

```
! RIJCOSX wB97M-V def2-TZVPD def2/J DEFGRID3
* xyz 1 1
C 3.074 0.241 -0.181
C -0.175 -2.105 0.466
C 3.011 1.506 0.200
C 1.022 -2.717 0.151
C 1.952 -0.650 -0.233
C -0.322 -0.757 0.250
C 0.640 1.419 -0.114
C -2.745 0.837 -0.988
N 2.097 -1.978 -0.320
N 1.801 2.125 0.339
N 0.713 -0.087 -0.025
N -2.458 0.281 0.297
N -3.180 -0.687 0.726
H 4.029 -0.245 -0.302
H -0.973 -2.710 0.892
H 3.803 2.164 0.377
H 1.209 -3.781 0.067
H -0.200 1.789 0.559
H 0.327 1.631 -1.170
H -2.890 0.152 -1.795
H -3.684 1.456 -0.934
H -2.032 1.577 -1.337
H 1.826 2.706 1.199
H -3.107 -0.885 1.742
H -3.738 -1.283 0.134
*
```

Calculated atomic charges, method Löwdin, unit e: 0.00, -0.06, -0.09, -0.05, -0.23, -0.05, -0.10, -0.09, 0.16, 0.01, 0.00, -0.06, 0.07, 0.12, 0.10, 0.12, 0.12, 0.15, 0.14, 0.08, 0.13, 0.07, 0.17, 0.16, 0.14

Arrangement ii

The ion C8H12N5 with charge +1, computed with wB97M-V/def2-TZVPD.

Frontier orbital gap   8.2344 eV
Structure (SMILES)   C/C(N)=[NH+]\C=C/c1cnc(N)nc1
Highest occupied orbital energy   -11.6036 eV

```
! RIJCOSX wB97M-V def2-TZVPD def2/J DEFGRID3
* xyz 1 1
C 0.298 1.541 -1.510
C 0.932 2.032 -0.259
N 0.654 3.260 0.181
N 1.569 1.179 0.521
C 2.151 -0.123 0.333
C 1.454 -1.265 0.200
C 0.056 -1.617 0.365
C -0.278 -3.000 0.496
N -1.475 -3.377 0.871
C -2.463 -2.497 0.852
N -3.714 -2.870 1.107
N -2.290 -1.194 0.747
C -1.073 -0.788 0.585
H 0.687 0.555 -1.702
H 0.535 2.337 -2.202
H -0.771 1.497 -1.383
H 1.092 3.712 0.898
H 0.074 3.943 -0.238
H 1.945 1.591 1.373
H 3.213 -0.186 0.203
H 2.003 -2.097 0.030
H 0.362 -3.830 0.478
H -4.008 -3.744 0.728
H -4.515 -2.179 1.130
H -0.931 0.291 0.653
*
```

Calculated atomic charges, method Löwdin, unit e: 0.04, -0.32, 0.23, 0.11, -0.07, -0.03, -0.15, -0.05, 0.14, -0.48, 0.17, 0.14, -0.09, 0.09, 0.11, 0.10, 0.10, 0.13, 0.17, 0.12, 0.08, 0.11, 0.10, 0.15, 0.10

The data favor arrangement ii; the next most stable structure lies 98.6 kcal/mol above it.

Arrangement i

A cluster of 2 separate species, C7H10N2 in total, computed with wB97M-V/def2-TZVPD.

Frontier orbital gap   8.7798 eV
Highest occupied orbital energy   -8.2364 eV

```
! RIJCOSX wB97M-V def2-TZVPD def2/J DEFGRID3
* xyz 0 1
C -1.306 -0.735 -0.638
C -1.238 0.753 -0.464
C -0.453 -0.032 0.497
C 0.984 -0.197 0.568
C 1.926 0.263 -0.342
C 3.329 -0.082 -0.092
C 4.553 -0.075 -0.101
H -3.208 -0.864 0.138
H -1.944 -2.151 0.948
H -0.699 -1.243 -1.476
H -0.300 1.318 -0.951
H -1.897 1.908 1.106
H -2.866 2.007 -0.614
H -0.939 -0.372 1.476
H 1.543 -0.858 1.324
H 1.779 0.989 -1.330
H 5.573 -0.437 -0.018
N -2.498 -1.589 -0.219
N -2.338 1.398 0.187
*
```

Calculated atomic charges, method Löwdin, unit e: -0.28, -0.39, -0.30, -0.09, -0.14, -0.19, 0.09, 0.05, 0.22, 0.15, 0.16, 0.16, 0.15, 0.14, 0.14, 0.16, 0.03, -0.03, -0.01

Arrangement ii

A structure of composition C7H10N2, computed with wB97M-V/def2-TZVPD.

Frontier orbital gap (alpha / beta)   7.7210 / 7.7194 eV
Highest occupied orbital energy (alpha / beta)   -8.3127 / -8.3109 eV

```
! RIJCOSX wB97M-V def2-TZVPD def2/J DEFGRID3
* xyz 0 1
C -1.405 -0.738 1.033
C 2.381 0.132 0.773
N -0.390 -0.527 -0.001
C 1.149 0.922 0.980
C -0.141 0.608 -0.518
C -0.026 1.461 -1.505
N 0.870 1.784 1.803
C -1.408 -1.308 -1.671
C -1.865 -2.307 -2.203
H -0.051 2.213 1.828
H -2.321 -0.185 0.823
H -0.978 -0.468 2.002
H -1.633 -1.801 1.049
H 2.188 -0.911 1.022
H 3.176 0.530 1.406
H 2.680 0.182 -0.273
H -0.437 1.162 -2.461
H 0.491 2.401 -1.386
H -2.280 -3.149 -2.701
*
```

Calculated atomic charges, method Löwdin, unit e: -0.09, -0.05, -0.01, -0.28, -0.37, 0.04, 0.16, -0.07, -0.05, 0.08, 0.09, 0.08, 0.08, 0.09, 0.09, 0.09, 0.06, 0.06, -0.02

Arrangement iii

An isolated molecule of C7H10N2, computed with wB97M-V/def2-TZVPD.

Frontier orbital gap   8.3139 eV
Highest occupied orbital energy   -7.7546 eV

```
! RIJCOSX wB97M-V def2-TZVPD def2/J DEFGRID3
* xyz 0 1
C 1.899 -0.557 1.606
C 1.499 0.573 1.067
C 1.877 -1.897 1.001
C 0.840 0.862 -0.181
C -0.385 0.406 -0.475
C -1.008 0.867 -1.778
C -1.287 -0.556 0.204
N 1.725 -2.043 -0.252
N 1.504 -2.298 -1.337
H 2.281 -0.315 2.577
H 1.736 1.325 1.674
H 2.286 -2.725 1.722
H 1.486 1.607 -0.685
H -1.885 1.530 -1.822
H -0.373 1.441 -2.374
H -1.306 0.162 -2.529
H -1.574 -1.464 -0.547
H -0.791 -0.854 1.100
H -2.296 -0.064 0.616
*
```

Calculated atomic charges, method Löwdin, unit e: -0.12, -0.15, -0.15, -0.08, -0.35, -0.09, -0.08, -0.13, 0.23, 0.09, 0.06, 0.15, 0.13, 0.09, 0.04, 0.07, 0.14, 0.03, 0.13

Arrangement iv

An isolated molecule of C7H10N2, computed with wB97M-V/def2-TZVPD.

Frontier orbital gap   8.5437 eV
Structure (SMILES)   C1=C[C@H]2[C@@H]3CN2C[C@H]1N3
Highest occupied orbital energy   -7.6091 eV

```
! RIJCOSX wB97M-V def2-TZVPD def2/J DEFGRID3
* xyz 0 1
C 1.868 0.027 0.080
C 1.483 1.278 -0.087
C 0.111 1.206 -0.231
C -0.513 0.033 -1.067
C -1.758 0.310 -0.128
N -0.929 0.709 0.850
C -0.210 -0.509 1.295
C 0.823 -1.050 0.230
N 0.024 -1.178 -1.024
H 3.022 -0.296 -0.001
H 1.776 2.457 -0.216
H -0.393 2.146 -0.687
H -0.468 0.166 -2.207
H -2.595 1.054 -0.184
H -2.461 -0.451 0.308
H -0.965 -1.323 1.323
H 0.459 -0.532 2.355
H 1.181 -2.049 0.514
H -0.453 -1.999 -1.122
*
```

Calculated atomic charges, method Löwdin, unit e: -0.06, -0.07, -0.27, -0.32, -0.22, -0.08, -0.14, -0.28, 0.02, 0.15, 0.18, 0.17, 0.16, 0.12, 0.12, 0.11, 0.17, 0.14, 0.10

The data favor arrangement iii; the next most stable structure lies 46.0 kcal/mol above it.

Arrangement i

A cluster of 2 separate species, C3H9N2O2S in total, computed with wB97M-V/def2-TZVPD.

Frontier orbital gap   6.2148 eV
Highest occupied orbital energy   -2.6962 eV

```
! RIJCOSX wB97M-V def2-TZVPD def2/J DEFGRID3
* xyz -1 1
N 0.042 -2.099 0.878
C 0.231 -0.712 0.260
C 0.148 -0.698 -1.239
S 1.693 -1.421 -1.793
C -0.638 0.315 0.964
N -1.584 -0.135 1.940
O -0.600 1.461 0.540
H 0.883 -2.383 1.349
H 0.069 -2.717 0.063
H 1.411 -0.373 0.554
H -0.649 -1.088 -1.847
H 0.223 0.351 -1.523
H -2.010 -1.024 1.952
H -1.971 0.572 2.559
H -0.601 2.986 0.306
H -0.136 4.578 0.202
O -0.894 4.044 0.140
*
```

Calculated atomic charges, method Löwdin, unit e: 0.00, -0.44, -0.75, 0.15, -0.42, 0.14, 0.01, 0.04, 0.03, 0.16, 0.04, 0.04, 0.06, 0.09, 0.06, -0.04, -0.17

Arrangement ii

A cluster of 2 separate species, C3H9N2O2S in total, computed with wB97M-V/def2-TZVPD.

Frontier orbital gap   6.6267 eV
Highest occupied orbital energy   -2.8556 eV

```
! RIJCOSX wB97M-V def2-TZVPD def2/J DEFGRID3
* xyz -1 1
N 1.085 -0.759 1.025
C 0.558 0.470 0.381
C 0.867 0.705 -1.150
S 2.214 -0.397 -1.790
C -0.804 0.816 0.801
N -1.137 0.407 2.086
O -1.625 1.388 0.092
H 2.114 -0.652 1.010
H 0.825 -1.597 0.530
H 1.086 1.390 0.818
H -0.005 0.427 -1.757
H 1.197 1.740 -1.322
H -0.706 -0.464 2.369
H -2.054 0.516 2.488
H -1.705 -0.961 -2.340
H -0.505 -1.378 -1.538
O -1.407 -1.652 -1.702
*
```

Calculated atomic charges, method Löwdin, unit e: 0.00, -0.41, -0.68, 0.11, -0.54, 0.13, 0.03, 0.05, 0.04, 0.16, 0.00, 0.04, 0.07, 0.09, 0.05, -0.04, -0.09

The data favor arrangement ii; the next most stable structure lies 21.4 kcal/mol above it.

Arrangement i

A cluster of 2 separate species, CH4O2S2 in total, computed with wB97M-V/def2-TZVPD.

Frontier orbital gap (alpha / beta)   7.5955 / 7.2687 eV
Highest occupied orbital energy (alpha / beta)   -8.6065 / -8.7467 eV

```
! RIJCOSX wB97M-V def2-TZVPD def2/J DEFGRID3
* xyz 0 1
C 1.535 0.592 0.303
O -2.458 -0.537 0.484
O -0.633 -1.637 -0.932
S 1.437 -0.611 -1.025
S -2.002 -0.966 -1.091
H 2.406 1.371 0.143
H 1.700 0.194 1.283
H 0.743 1.242 0.546
H -2.729 0.351 0.289
*
```

Calculated atomic charges, method Löwdin, unit e: -0.55, -0.37, -0.74, 0.67, 0.92, 0.08, 0.01, 0.00, 0.00

Arrangement ii

An isolated molecule of CH4O2S2, computed with wB97M-V/def2-TZVPD.

Frontier orbital gap   9.0412 eV
Structure (SMILES)   OC(O)SS
Highest occupied orbital energy   -8.7539 eV

```
! RIJCOSX wB97M-V def2-TZVPD def2/J DEFGRID3
* xyz 0 1
O -0.877 -0.675 -0.861
C -0.703 0.497 -0.172
O -0.983 0.370 1.275
S 1.044 1.151 -0.224
S 1.971 -0.678 0.205
H -0.496 -1.258 -0.238
H -1.200 1.365 -0.597
H -1.699 -0.322 1.334
H 2.943 -0.452 -0.723
*
```

Calculated atomic charges, method Löwdin, unit e: -0.04, -0.76, -0.12, 0.50, 0.36, 0.02, 0.10, 0.11, -0.18

The data favor arrangement ii; the next most stable structure lies 58.6 kcal/mol above it.